[1]
# C2H4ClN2P

A structure of composition C2H4ClN2P in a non-equilibrium geometry (ωB97M-V with the def2-TZVPD basis set, the Open Molecules 2025 dataset).

Geometry as XYZ:
```
10
Properties=species:S:1:pos:R:3
Cl -2.13325 3.90181 1.27957
H 1.05875 0.76207 -0.43428
C 0.45205 0.66653 0.35639
N -2.06561 0.70426 0.05624
H -0.93435 -0.90364 0.55680
P -1.46573 2.10833 0.57863
H -0.74861 -0.44653 -1.03944
C -0.82570 -0.14701 -0.08481
H 0.90150 0.05073 1.04317
N 0.09029 2.05546 0.75362
```

Computed properties:
* LUMO energy: -0.945 eV
* HOMO-LUMO gap: 0.288 Ha
* HOMO energy: -8.8 eV
* energy relative to the best compared isomer or geometry (same formula, charge and spin): 64.2 kcal/mol


[2]
# C4H8N3S

The ion C4H8N3S with charge +1 in a non-equilibrium geometry (ωB97M-V with the def2-TZVPD basis set, the Open Molecules 2025 dataset).

Geometry as XYZ:
```
16
Properties=species:S:1:pos:R:3
C -1.29355 -0.40940 -0.54566
H -1.35911 -0.13085 -1.75611
N 0.98369 -0.74677 0.35559
H 0.13490 2.01260 -0.73530
N 0.61133 1.17545 -0.46749
H -1.40280 1.41109 1.07686
H 2.37950 2.18251 -0.27117
S -2.38648 0.91229 0.25408
N -1.50970 -1.70608 -0.06025
H -1.77413 -1.66593 0.97157
H -2.24296 -2.23810 -0.59435
C 1.90944 1.22623 -0.05243
H 0.60504 -1.60671 0.80732
C 2.17676 0.00128 0.45286
C 0.04881 0.02094 -0.24710
H 3.11924 -0.43856 0.81158
```

Computed properties:
* LUMO energy: -3.349 eV
* SMILES string: N[C@@H](S)c1[nH]cc[nH+]1
* HOMO-LUMO gap: 0.373 Ha
* HOMO energy: -13.5 eV
* energy relative to the best compared isomer or geometry (same formula, charge and spin): 22.1 kcal/mol
* total charge: +1


[3]
# C10H17BrN2O2

A cluster of 2 separate species, C10H17BrN2O2 in total (ωB97M-V with the def2-TZVPD basis set, the Open Molecules 2025 dataset).

Geometry as XYZ:
```
32
Properties=species:S:1:pos:R:3
Br 2.33695 -3.43772 -3.13109
H -2.88486 0.85921 -1.61681
H -0.89327 0.53281 4.64734
C 1.73876 -1.57521 -3.05363
C -0.43981 0.31168 1.70047
H -1.55856 1.99879 5.37083
C -1.36804 2.10139 3.23335
H -2.61849 0.87806 4.50512
C -2.36961 1.20728 1.14040
C -2.78713 -0.02772 -0.99648
H 4.89126 -0.30287 -2.04871
H -2.19645 -0.76566 -1.53281
H 0.44224 0.16684 2.29700
H 3.03763 0.05783 -3.60933
N -2.04792 0.30414 0.22136
H 4.67904 -1.76002 -3.01118
H -2.11429 2.88068 3.08617
N -1.40689 1.23440 2.05674
H -0.39051 2.58161 3.25267
H 4.09053 -1.72541 -1.35183
H -0.42722 -1.03332 -0.12323
H 2.48690 0.09116 -1.95925
C -0.85206 -0.27714 0.55021
H -3.76696 -0.42508 -0.73954
C 2.87550 -0.57247 -2.73385
C 4.21035 -1.13012 -2.25706
O -0.02769 -0.29037 -2.22365
H -3.25094 1.82457 1.13983
C 0.57078 -1.38716 -2.06687
C -1.62607 1.32817 4.51529
O 0.30860 -2.25666 -1.20878
H 1.35822 -1.39171 -4.05267
```

Computed properties:
* LUMO energy: 0.067 eV
* HOMO-LUMO gap: 0.294 Ha
* HOMO energy: -7.9 eV
* energy relative to the best compared isomer or geometry (same formula, charge and spin): 0.0 kcal/mol


[4]
# C16H27N3O4

An isolated molecule of C16H27N3O4 (ωB97M-V with the def2-TZVPD basis set, the Open Molecules 2025 dataset).

Geometry as XYZ:
```
50
Properties=species:S:1:pos:R:3
C 1.61635 5.67581 0.14798
H 1.80614 6.16212 -0.81087
C 0.06568 -4.56445 0.47602
H 0.63443 -4.20526 1.33575
N -0.27055 0.08003 0.98907
H 1.70891 -2.93414 -2.08914
O 1.61550 1.02292 1.81568
C -0.22889 4.55480 2.13625
H -2.58294 -1.43803 -0.75613
C -1.46192 0.01986 0.34719
H -0.41615 4.06096 3.09145
H -0.21607 -5.60185 0.66312
N -0.03527 2.38342 1.03546
H -0.94735 2.38070 0.58984
H 0.15554 -0.82149 1.18940
C -1.24631 -5.71522 -3.45220
H -1.19130 4.71894 1.64538
H -1.83923 -4.11435 -0.45237
H 1.94906 -4.91620 -0.50239
O 1.13423 -6.16840 -2.45057
C -0.12653 -2.23876 -1.20355
C -1.19166 -3.71062 0.34077
H -0.01913 4.49616 -0.61328
H 1.81833 -2.54704 -0.36812
H -2.24535 -5.33463 -3.64953
C -1.93831 -1.41302 0.13727
C 0.48183 -5.30137 -1.92945
O -2.11169 0.98312 -0.00856
C 0.52750 1.20462 1.31829
H 2.57934 5.50378 0.63337
C 0.75846 6.57733 1.03013
H -1.28028 -6.77918 -3.21078
H -2.56138 -1.66546 1.00146
N -0.82035 -2.33096 0.07360
H -1.74355 -3.74238 1.28435
H 1.27188 7.52499 1.20330
C 0.97742 -4.47822 -0.75443
O -0.74762 -4.97484 -2.34577
H -0.75237 -2.63134 -2.02035
H 0.08170 -1.18600 -1.41179
H 1.55117 3.68741 -0.69531
H -0.18282 6.79471 0.52019
H 1.57316 3.41931 1.76272
C 0.46714 5.89365 2.36237
C 0.92283 4.33668 -0.08262
H 1.40495 5.72670 2.89644
C 1.18852 -3.00554 -1.13282
H -0.16203 6.53560 2.98194
C 0.63131 3.64953 1.25357
H -0.60230 -5.57443 -4.32231
```

Computed properties:
* LUMO energy: 0.663 eV
* SMILES string: COC(=O)C1CCN(CC(=O)NC(=O)NC2CCCCC2)CC1
* HOMO-LUMO gap: 0.367 Ha
* HOMO energy: -9.3 eV
* energy relative to the best compared isomer or geometry (same formula, charge and spin): 0.0 kcal/mol


[5]
# C4H12N2

A cluster of 2 separate species, C4H12N2 in total in a non-equilibrium geometry (ωB97M-V with the def2-TZVPD basis set, the Open Molecules 2025 dataset).

Geometry as XYZ:
```
18
Properties=species:S:1:pos:R:3
H -1.36042 1.19333 -1.89280
H -2.45125 2.02510 -0.66203
H -3.76909 -1.07248 -2.55692
H -2.04403 -1.41656 -2.46216
H -3.61085 -0.12228 -0.47808
H 2.82522 -0.40070 0.01205
N 2.96399 -0.84277 0.89548
H -2.47820 -0.02080 -3.21520
N -2.74501 -0.06498 -0.98243
H 2.10723 -1.46075 1.05887
H 4.50814 0.66458 1.75337
C -1.82964 1.06093 -0.93430
H 3.52500 0.41369 3.82372
C 3.57679 -0.06110 1.83665
H -1.11762 0.95805 -0.00782
C -2.77686 -0.67217 -2.33329
H 1.82241 -0.28624 3.16627
C 2.85418 0.10516 2.97862
```

Computed properties:
* LUMO energy: 0.877 eV
* SMILES string: C=CN.CNC
* HOMO-LUMO gap: 0.334 Ha
* HOMO energy: -8.2 eV
* energy relative to the best compared isomer or geometry (same formula, charge and spin): 74.0 kcal/mol


[6]
# C9H11ClN3P

An isolated molecule of C9H11ClN3P in a non-equilibrium geometry (ωB97M-V with the def2-TZVPD basis set, the Open Molecules 2025 dataset).

Geometry as XYZ:
```
25
Properties=species:S:1:pos:R:3
H 3.58257 -1.43163 2.01366
H -2.53618 3.62726 0.96270
H -1.03394 3.59338 0.27314
C 2.23934 -2.22157 -0.86208
N -2.30353 0.58227 0.15910
P -3.32566 -1.77358 -0.47584
N -3.40445 -0.35945 0.16062
H 2.34397 -2.80701 -1.68712
N 0.03973 0.51683 0.07504
C 1.93428 -0.37806 1.19794
C -2.12917 1.89277 -0.49132
H -0.02077 1.13316 0.81248
C 3.14733 -2.14608 0.18563
H 0.54146 -1.28491 -1.84698
H 2.04603 0.41865 1.97283
H 3.96616 -2.79398 0.20527
Cl -1.86978 -2.19841 -1.72587
C 1.07615 -0.44549 0.15859
H -2.77086 2.29339 -1.23902
C -1.76065 2.89714 0.63509
H -1.39915 2.43129 1.49591
C -1.16616 0.73202 -0.64797
C 2.94540 -1.33549 1.25025
H -1.28169 0.40646 -1.69961
C 1.13958 -1.34895 -0.88248
```

Computed properties:
* LUMO energy: -0.080 eV
* SMILES string: C[C@H]1[C@@H](Nc2ccccc2)N1/N=P\Cl
* HOMO-LUMO gap: 0.287 Ha
* HOMO energy: -7.9 eV
* energy relative to the best compared isomer or geometry (same formula, charge and spin): 28.9 kcal/mol


[7]
# C16H15ClN2O6S

An isolated molecule of C16H15ClN2O6S in a non-equilibrium geometry (ωB97M-V with the def2-TZVPD basis set, the Open Molecules 2025 dataset).

Geometry as XYZ:
```
41
Properties=species:S:1:pos:R:3
C 2.30464 0.59819 0.52742
H -0.85982 -0.36112 1.11002
H 2.24272 -2.28163 -0.39939
C -0.15329 -1.41939 -0.59110
N 0.85463 0.58740 0.40067
O -5.29683 1.66916 2.03908
C 3.03266 -0.24694 -0.54293
C -1.82328 1.79951 -1.47656
S 3.17226 -1.63813 1.70139
H -1.20966 1.77335 -2.36293
C -2.00374 1.80666 0.90870
H -1.56864 1.80519 1.89837
C -3.38838 1.91568 0.80616
C 0.28195 1.69919 -0.13213
C -3.99923 1.96162 -0.45011
C -1.21572 1.72346 -0.22555
C -3.19439 1.91135 -1.58524
O 2.10515 -2.43911 2.24638
H -3.66213 1.97052 -2.55467
H -0.10865 -3.52525 -0.04127
H 2.52071 -0.13194 -1.49910
C -0.23460 -2.76696 -0.78645
H 2.57157 1.64969 0.36069
C -0.58493 -1.70403 -2.69959
O 4.49811 -1.89945 2.17992
O 0.92742 2.66068 -0.50061
H -0.76736 -1.35838 -3.69717
N -4.12953 1.97835 2.04793
H 3.70494 0.62553 2.18216
C -0.51942 -2.95035 -2.16312
H 2.03372 0.25664 2.67416
C 3.11628 -1.69944 -0.12398
O -3.51133 2.32271 3.03197
H 0.63754 -1.26013 1.36444
H 4.03982 0.15815 -0.65085
H 4.02150 -2.18973 -0.46410
O -0.36558 -0.76851 -1.75650
C 0.10025 -0.62607 0.65579
H -0.65255 -3.88117 -2.67385
C 2.77789 0.14090 1.89360
Cl -5.69469 2.13380 -0.65166
```

Computed properties:
* LUMO energy: -0.700 eV
* SMILES string: O=C(c1ccc(Cl)c([N+](=O)[O-])c1)N(Cc1ccco1)[C@@H]1CCS(=O)(=O)C1
* HOMO-LUMO gap: 0.314 Ha
* HOMO energy: -9.3 eV
* energy relative to the best compared isomer or geometry (same formula, charge and spin): 89.8 kcal/mol


[8]
# C5H9NO2

An isolated molecule of C5H9NO2 in a non-equilibrium geometry (ωB97M-V with the def2-TZVPD basis set, the Open Molecules 2025 dataset).

Geometry as XYZ:
```
17
Properties=species:S:1:pos:R:3
H -2.27532 -1.76875 0.00249
C -1.24700 -2.11707 -0.14383
H -1.00707 -2.79602 0.68374
H 0.69234 -0.39493 -2.22843
O 0.76001 1.84111 1.61252
C -0.37342 -0.06857 0.71815
O -1.12115 -0.23592 1.85252
N -0.30201 -1.02057 -0.19551
H 1.76262 1.99057 -0.82462
C 0.85673 1.37993 -0.87788
C 1.13881 0.00356 -1.33008
H 0.11601 1.90259 -1.49003
H -1.02762 0.56405 2.38695
C 0.38030 1.08256 0.51766
H 2.04800 -0.45763 -0.96199
H 0.78939 2.77192 1.35641
H -1.19061 -2.67683 -1.07809
```

Computed properties:
* LUMO energy (alpha / beta): 0.502 / 0.499 eV
* HOMO-LUMO gap (alpha / beta): 0.248 / 0.247 Ha
* HOMO energy (alpha / beta): -6.2 / -6.2 eV
* energy relative to the best compared isomer or geometry (same formula, charge and spin): 99.9 kcal/mol


[9]
# C17H35BHfNO4P2

A structure of composition C17H35BHfNO4P2 in a non-equilibrium geometry (ωB97M-V with the def2-TZVPD basis set, the Open Molecules 2025 dataset).

Geometry as XYZ:
```
61
Properties=species:S:1:pos:R:3
H 3.14494 -0.40219 -0.03928
H 1.26652 -1.94197 -3.78861
C 2.38002 0.56090 -3.34537
H 3.39843 2.43862 3.96648
H -1.94079 -0.00115 -6.53763
H -1.38121 -5.83827 -2.56421
C -2.80074 -2.27828 0.07995
H 0.78548 3.22221 4.88360
H 3.25309 -1.98843 -0.86682
C -1.21904 -4.81527 -2.23915
H -0.60371 0.20385 -7.22609
H -0.00157 0.15461 4.64713
H -5.09635 -0.76275 -0.71186
O 1.76710 1.37326 1.25701
C 1.89936 2.15812 2.44944
P 1.76294 -0.46619 -1.98613
H 2.18960 -2.75192 -2.55370
H -4.60520 0.96728 -0.69501
O -1.48341 0.61207 -7.10260
H -0.85471 2.63889 -1.75434
H -2.51614 -2.62281 1.08863
H 2.08071 4.29535 2.94639
H 1.59959 0.81370 5.03833
H -4.03971 0.88997 1.69267
C 0.08838 -2.80188 -2.25017
H -0.11423 2.35288 0.33149
H -3.87779 -0.80096 2.28328
H 2.86938 1.44557 -2.91697
C 1.88706 3.65589 2.07534
B 0.31829 1.48283 1.11742
C 0.04491 2.83375 4.17213
H 1.54476 0.89930 -3.97350
H 1.38338 -0.30284 3.65001
C 3.24415 1.83369 3.06219
C 1.32634 -2.09051 -2.72937
C 0.64395 1.72367 3.32193
H 2.68922 3.86122 1.35462
O -0.35796 1.32522 2.36887
H -2.47930 0.33623 2.35761
H 0.95085 3.99770 1.61432
C -2.08499 -4.21177 -1.33914
H -0.79751 2.43299 4.74950
H -0.33371 3.66858 3.56733
H -3.99910 -0.11919 -1.97893
C -1.86442 -2.90244 -0.94368
H -2.94562 -4.73606 -0.92674
H 3.10351 0.01527 -3.96546
H 0.57505 -4.51540 -3.41293
C -3.36112 0.02861 1.77695
C 0.93485 0.52210 4.21524
C -4.27668 -0.05821 -0.91715
Hf -0.45959 -0.01901 -0.77584
H -3.82745 -2.62583 -0.10990
H 3.33171 0.77149 3.32054
H 4.04937 2.07101 2.35617
N -0.78312 -2.20530 -1.39450
C 3.22084 -0.90227 -1.01367
H 4.13247 -0.57436 -1.52850
O -0.78740 1.67809 -1.56966
C -0.13471 -4.08939 -2.70414
P -2.83895 -0.44026 0.11648
```

Computed properties:
* LUMO energy: -12.151 eV
* HOMO-LUMO gap: 0.200 Ha
* HOMO energy: -17.6 eV
* energy relative to the best compared isomer or geometry (same formula, charge and spin): 0.0 kcal/mol
* total charge: +3


[10]
# C5H12N2O

An isolated molecule of C5H12N2O in a non-equilibrium geometry (ωB97M-V with the def2-TZVPD basis set, the Open Molecules 2025 dataset).

Geometry as XYZ:
```
20
Properties=species:S:1:pos:R:3
H -0.53799 -1.93776 0.35068
H -1.15836 -2.74060 -2.16911
C 0.02738 0.03948 -0.37359
H -1.01235 0.78355 -2.25301
H 1.03030 0.11080 -0.90600
H 0.44740 -2.95836 -1.50614
H 0.09116 2.32892 0.86374
H 1.78916 1.52872 0.66563
N 0.24018 0.24445 1.01654
H 1.49107 0.71633 3.04396
H -1.79440 -1.19879 -0.71356
C 0.82908 1.51782 1.25173
H -0.56229 -0.04285 1.70385
C -0.32773 -2.11215 -1.75132
O -1.79311 1.68457 -0.68701
C -0.97556 0.96081 -1.17795
C -0.67426 -1.35100 -0.55165
H 0.18657 -1.46321 -2.55706
N 1.09176 1.56161 2.70114
H 1.61199 2.32765 3.04913
```

Computed properties:
* LUMO energy: 1.072 eV
* SMILES string: CC[C@@H](C=O)NCN
* HOMO-LUMO gap: 0.354 Ha
* HOMO energy: -8.6 eV
* energy relative to the best compared isomer or geometry (same formula, charge and spin): 65.5 kcal/mol


[11]
# C3H9NO3

A cluster of 2 separate species, C3H9NO3 in total in a non-equilibrium geometry (ωB97M-V with the def2-TZVPD basis set, the Open Molecules 2025 dataset).

Geometry as XYZ:
```
16
Properties=species:S:1:pos:R:3
C 0.37799 0.47467 -0.95158
H 2.85985 -0.93330 1.91452
H 2.00121 -1.82436 0.15023
H -2.56277 2.46678 0.70896
H 0.93693 0.79398 -0.01574
C -0.08528 -1.31776 0.65095
H -1.05204 -0.87128 -1.30172
O -2.99564 2.73488 -0.10707
O 1.91855 -0.74384 1.71486
H -2.59075 2.18414 -0.78748
N -0.38596 -0.62715 -0.59828
O 0.34706 1.01969 -2.02716
C 1.27631 -1.83978 0.95134
H 1.20198 -2.82513 1.45127
H -0.63497 -0.81955 1.43831
H -0.69866 -2.28532 0.65288
```

Computed properties:
* LUMO energy: 0.570 eV
* SMILES string: O=CNCCO.O
* HOMO-LUMO gap: 0.389 Ha
* HOMO energy: -10.0 eV
* energy relative to the best compared isomer or geometry (same formula, charge and spin): 49.3 kcal/mol


[12]
# C20H16ClN5O3

An isolated molecule of C20H16ClN5O3 in a non-equilibrium geometry (ωB97M-V with the def2-TZVPD basis set, the Open Molecules 2025 dataset).

Geometry as XYZ:
```
45
Properties=species:S:1:pos:R:3
H 5.90038 -1.04235 -2.41541
C 4.87598 -1.00608 -2.09987
H -3.82803 -0.53823 -1.87130
C -3.46768 2.97696 5.25386
C -0.37260 1.36508 3.88184
N 1.22381 -0.96679 0.45608
N 0.15369 2.51862 3.47580
H 1.19052 -0.69762 -3.84800
N -2.21089 2.66295 4.62992
H -0.40892 -0.54663 -5.41762
C 2.04551 1.31824 2.66072
H 1.72137 3.44506 2.56679
C 0.25413 0.14053 3.69376
C 2.52664 -1.05165 0.55815
H -2.78844 -0.39802 -6.01167
H -3.88519 2.04571 5.63484
C -2.49138 -0.46105 -4.97677
H 1.48875 -1.99901 2.73798
H -4.16018 3.41540 4.53235
H 3.64316 -0.82078 -3.87890
C 1.32998 2.48546 2.87986
H 2.85532 -1.40702 3.73043
C -1.73882 -0.62431 -2.30268
C 3.31628 -1.01710 -0.61333
Cl -5.12397 -0.35482 -4.39640
C -3.44912 -0.45930 -3.97524
H -0.23807 -0.75590 4.03590
O -2.23927 0.43168 5.04213
H -1.65455 3.39564 4.21206
H 3.01065 1.34806 2.17846
C -1.15642 -0.54480 -4.63642
C 3.72668 -0.89511 -2.81408
O 4.65056 -1.08062 -0.77373
H -3.32678 3.67538 6.08160
C 2.21915 -1.19256 2.86560
O 3.11036 -1.17137 1.76259
C -1.70157 1.41933 4.57705
C 2.67745 -0.89997 -1.85011
N 0.59505 -0.70924 -3.03201
H -1.43328 -0.68823 -1.27204
C 1.25435 -0.82077 -1.84300
C -0.76378 -0.62776 -3.29897
C 1.49293 0.11035 3.06823
C -3.07512 -0.54061 -2.64338
N 0.60473 -0.85607 -0.69740
```

Computed properties:
* LUMO energy: 0.418 eV
* SMILES string: CNC(=O)c1cc(COc2nnc(Nc3ccc(Cl)cc3)c3ccoc23)ccn1
* HOMO-LUMO gap: 0.305 Ha
* HOMO energy: -7.9 eV
* energy relative to the best compared isomer or geometry (same formula, charge and spin): 16.6 kcal/mol